# 1
Computed, not measured: 3 unconnected molecules or ions with the total composition C2H3IN2O in a non-equilibrium geometry, with ωB97M-V with the def2-TZVPD basis set.

Last column: natural (NBO) charge in e.
Cartesian coordinates (Å):
C -0.1487 -0.8256 1.1680  -0.229
C 0.5556 0.0177 1.6314  -0.228
N 1.6739 0.9681 -0.9099  0.440
N 1.2650 1.9189 -1.3247  -0.126
O 2.1043 -0.0022 -0.5281  -0.310
I -3.5726 -0.5184 -1.1144  -0.087
H -0.7649 -1.6411 1.0087  0.226
H -2.1823 -0.8355 -1.7239  0.090
H 1.0698 0.9182 1.7929  0.225

As for the total charge: 0. Its energy above the lowest of the compared OMol25 structures with the same formula, charge and spin is 100.85 kcal/mol. The frontier orbital gap is 10.77 eV. As for the SMILES: N#[N+][O-].C#C.I. The highest occupied orbital energy is -10.15 eV.


# 2
Computed, not measured: a molecular structure, C4H5ClCuN in a non-equilibrium geometry, with ωB97M-V with the def2-TZVPD basis set.

Last column: natural (NBO) charge in e.
Cartesian coordinates (Å):
Cu 0.2733 -2.2462 0.0407  0.957
Cl 0.0264 -2.0899 2.1139  -0.500
N -0.7589 0.4185 0.5779  -0.518
C 0.5373 0.0136 0.7999  -0.026
C 1.0877 0.2232 -0.4758  -0.271
C 0.0996 0.6285 -1.4055  -0.278
C -1.0630 0.7705 -0.6835  0.095
H -1.4111 0.6863 1.3011  0.444
H 0.8825 -0.3412 1.7598  0.304
H 2.1275 0.0074 -0.6724  0.262
H 0.2450 0.7620 -2.4673  0.270
H -2.0462 1.1674 -0.8888  0.259

The spin multiplicity is 2. As for the total charge: +1. Its energy above the lowest of the compared OMol25 structures with the same formula, charge and spin is 10.04 kcal/mol. The frontier orbital gap (alpha / beta) is 8.79 / 6.71 eV. The highest occupied orbital energy (alpha / beta) is -13.93 / -14.38 eV.


# 3
Computed, not measured: C4H12N2O in the gas phase in a non-equilibrium geometry, with ωB97M-V with the def2-TZVPD basis set.

Last column: natural (NBO) charge in e.
Cartesian coordinates (Å):
N -0.2256 -1.5366 1.5263  -0.804
C 0.3679 -0.5714 0.5043  -0.050
C -0.5033 -0.6403 -0.8326  -0.455
C -0.4772 0.3762 -2.0180  -0.065
O -1.7090 0.3181 -2.8008  -0.720
C 0.3923 0.9478 0.8900  -0.248
N 1.3815 1.3293 1.9303  -0.814
H 0.6250 -1.7303 2.0182  0.347
H -0.7177 -0.8612 2.2377  0.339
H 1.4583 -1.0153 0.3007  0.175
H -0.2919 -1.5617 -1.3212  0.202
H -1.5716 -0.6705 -0.5359  0.222
H -0.4726 1.4010 -1.6282  0.174
H 0.3166 0.2104 -2.7699  0.168
H -1.5969 -0.4805 -3.3838  0.460
H 0.5902 1.5259 -0.0260  0.194
H -0.6595 1.2308 1.2326  0.189
H 2.1102 0.6140 1.8380  0.342
H 0.9833 1.1144 2.8382  0.345

As for the total charge: 0. Its energy above the lowest of the compared OMol25 structures with the same formula, charge and spin is 54.14 kcal/mol. The frontier orbital gap is 10.48 eV. As for the SMILES: NC[C@@H](N)CCO. The highest occupied orbital energy is -9.54 eV.


# 4
Computed, not measured: a gas-phase ion, C3H3BrClN2 (charge +1) in a non-equilibrium geometry, with ωB97M-V with the def2-TZVPD basis set.

Last column: natural (NBO) charge in e.
Cartesian coordinates (Å):
C 0.1311 0.2179 0.9523  0.110
C -0.2431 0.6151 -0.3581  0.196
C 1.5140 -0.7683 -0.5307  0.292
N 0.6026 -0.0557 -1.2101  -0.593
N 1.1668 -0.6161 0.7960  -0.514
Cl -1.6437 1.4303 -0.9453  0.296
Br -3.5616 -0.1791 0.1455  -0.037
H -0.4116 0.4728 1.9557  0.306
H 0.8663 0.1217 -2.2120  0.487
H 1.5793 -1.2384 1.4067  0.458

As for the total charge: +1. Its energy above the lowest of the compared OMol25 structures with the same formula, charge and spin is 103.71 kcal/mol. The frontier orbital gap (alpha / beta) is 5.94 / 7.58 eV. The highest occupied orbital energy (alpha / beta) is -14.49 / -14.51 eV.


# 5
Computed, not measured: a molecular structure, C49H43CdN6SSi in a non-equilibrium geometry, with ωB97M-V with the def2-TZVPD basis set.

Last column: Löwdin charge in e.
Cartesian coordinates (Å):
Cd -0.0692 -0.1036 -0.6561  1.470
C -6.8219 1.9291 0.7517  -0.115
C -5.6335 2.2976 1.3640  -0.084
C -4.4219 1.9061 0.8356  -0.021
C -4.3447 1.1435 -0.3403  -0.155
C -5.5598 0.7913 -0.9473  -0.042
C -6.7705 1.1701 -0.4068  -0.106
C -3.0557 0.7769 -0.8901  -0.084
C -2.7917 -0.3663 -1.6596  -0.262
C -3.6224 -1.3977 -2.2063  -0.028
C -2.8107 -2.2507 -2.9031  -0.040
C -1.4619 -1.8373 -2.6802  -0.266
N -1.4896 -0.6772 -1.9861  -0.061
C -0.2673 -2.6178 -2.8438  -0.074
C 0.5300 -2.8497 -1.6751  -0.290
C 1.2119 -4.0457 -1.3100  -0.036
C 1.4747 -3.9654 0.0382  -0.038
C 0.9786 -2.7134 0.4895  -0.287
C 0.8653 -2.2273 1.8178  -0.086
C 1.2211 -3.1646 2.8997  -0.204
C 0.6164 -4.4198 2.9651  -0.038
C 0.9535 -5.3162 3.9595  -0.091
C 1.8879 -4.9774 4.9231  -0.108
C 2.4794 -3.7257 4.8785  -0.094
C 2.1498 -2.8252 3.8813  -0.040
C 0.2798 -1.0119 2.1955  -0.261
N -0.0605 0.0403 1.3755  -0.051
C -0.7260 0.9784 2.1206  -0.251
C -1.2091 2.1606 1.5532  -0.186
C -1.6524 3.3602 2.2157  -0.213
C -1.4114 3.6549 3.5696  -0.039
C -1.8890 4.8157 4.1428  -0.104
C -2.5837 5.7555 3.3987  -0.116
C -2.7763 5.5149 2.0475  -0.091
C -2.3294 4.3495 1.4711  -0.060
C -0.2391 3.1284 -0.4526  -0.616
C -0.4564 3.1841 -1.8083  -0.100
C -1.5163 2.3123 -2.0732  -0.051
C -1.9528 1.7597 -0.8738  -0.251
N -1.1393 2.2663 0.1263  -0.064
C -0.8057 0.5061 3.4732  -0.015
C -0.1724 -0.6979 3.5179  -0.011
N 0.4521 -2.0560 -0.5803  -0.058
C 0.1095 -3.2071 -4.1072  -0.164
C -0.7699 -3.3103 -5.1970  -0.032
C -0.3363 -3.7150 -6.4409  -0.103
C 0.9982 -4.0161 -6.6661  -0.118
C 1.8904 -3.9082 -5.6098  -0.101
C 1.4601 -3.5211 -4.3588  -0.044
H -7.7727 2.2361 1.1647  0.089
H -5.6477 2.8940 2.2668  0.101
H -3.5176 2.1586 1.3591  0.078
H -5.5503 0.2516 -1.8796  0.088
H -7.6862 0.8810 -0.9076  0.095
H -4.6774 -1.5266 -2.0514  0.084
H -3.1264 -3.1553 -3.3923  0.096
H 1.3959 -4.8914 -1.9490  0.099
H 1.9518 -4.7135 0.6455  0.099
H -0.1384 -4.6771 2.2370  0.122
H 0.4810 -6.2867 3.9902  0.097
H 2.1401 -5.6725 5.7138  0.093
H 3.2040 -3.4521 5.6329  0.096
H 2.6143 -1.8479 3.8590  0.117
H -0.8159 2.9849 4.1709  0.091
H -1.7148 4.9989 5.1955  0.095
H -2.9637 6.6572 3.8586  0.089
H -3.2937 6.2413 1.4365  0.100
H -2.5148 4.1911 0.4187  0.117
H 0.0798 3.7964 -2.5079  0.098
H -1.9702 2.1405 -3.0315  0.114
H -1.3248 0.9926 4.2767  0.093
H -0.0691 -1.3482 4.3675  0.106
H -1.8043 -3.0447 -5.0590  0.087
H -1.0479 -3.7800 -7.2529  0.095
H 1.3331 -4.3188 -7.6492  0.089
H 2.9413 -4.1105 -5.7721  0.096
H 2.1864 -3.4018 -3.5680  0.097
N 3.5259 3.9097 0.4554  0.021
C 2.4939 2.9054 0.5022  -0.861
N 2.5793 2.1929 1.7226  0.065
S 0.9297 4.0420 0.4655  1.006
H 4.4389 3.4854 0.5504  0.052
H 3.4699 4.4017 -0.4292  0.069
H 2.5632 2.8299 2.5092  0.090
H 1.8185 1.5259 1.8193  0.066
C 5.2647 1.6262 -2.1410  -0.183
Si 4.1010 0.8667 -0.8124  0.586
C 3.5731 -0.8693 -1.3845  -0.175
C 5.0400 0.7199 0.8416  -0.185
C 2.5058 1.9320 -0.6663  -0.232
H 5.9024 0.8594 -2.5715  0.016
H 5.9144 2.3999 -1.7422  0.014
H 4.7061 2.0632 -2.9624  0.017
H 4.4136 -1.4322 -1.7775  0.027
H 2.8111 -0.8326 -2.1625  0.023
H 3.1626 -1.4435 -0.5581  0.015
H 5.9826 0.1982 0.7053  0.021
H 4.4506 0.1642 1.5637  0.018
H 5.2513 1.6860 1.2888  0.007
H 1.6832 1.2119 -0.5329  0.007
H 2.3124 2.4793 -1.5928  0.079

As for the total charge: -1. Its energy above the lowest of the compared OMol25 structures with the same formula, charge and spin is 0.00 kcal/mol. The frontier orbital gap (alpha / beta) is 5.34 / 4.79 eV. The highest occupied orbital energy (alpha / beta) is -3.15 / -3.09 eV.


no.,energy (Eh)
1,-560.28981
2,-2310.51404
3,-344.29874
4,-3259.40718
5,-3077.03353